{
  "formula": "C21H18BrCrN11O8",
  "method": "wB97M-V/def2-TZVPD",
  "total_energy_ev": -153294.6909,
  "charge": 1,
  "s_squared": 0.77,
  "de_lowest_kcal_mol": 0.1,
  "spin_multiplicity": 2,
  "lumo_ha": [-0.127, -0.132],
  "elements": ["Cr", "N", "C", "N", "C", "N", "C", "C", "N", "C", "C", "N", "H", "H", "H", "H", "H", "O", "C", "C", "C", "C", "C", "C", "C", "O", "N", "O", "O", "H", "H", "H", "H", "N", "N", "C", "N", "N", "N", "O", "O", "H", "H", "H", "H", "H", "Br", "C", "C", "C", "C", "C", "C", "C", "O", "O", "H", "H", "H", "H"],
  "xyz": [[-0.77709, -0.37093, -0.04352], [-1.15032, 3.73741, 0.67933], [-0.37634, 2.72762, 0.28056], [-1.12191, 1.64304, 0.21513], [-2.35109, 2.05585, 0.61859], [-2.41487, 3.32941, 0.90722], [-3.37295, 1.02927, 0.72822], [-4.71801, 1.24154, 0.99663], [-5.57202, 0.23166, 1.06826], [-5.08577, -0.98705, 0.86776], [-3.74203, -1.21110, 0.60401], [-2.88459, -0.20002, 0.54220], [-0.89693, 4.70162, 0.83127], [0.67559, 2.79317, 0.06342], [-5.09539, 2.24375, 1.15418], [-5.78052, -1.81496, 0.92031], [-3.35161, -2.20705, 0.44536], [-1.94255, -0.55992, -1.74177], [-1.73502, -0.25732, -2.92794], [-0.49985, 0.21501, -3.44941], [-0.39698, 0.53089, -4.81645], [0.79965, 0.96652, -5.30305], [1.92629, 1.10542, -4.47619], [1.84417, 0.80400, -3.14419], [0.62385, 0.34913, -2.58935], [0.57160, 0.07024, -1.32719], [0.91405, 1.29719, -6.72937], [-0.08471, 1.18702, -7.40740], [1.98998, 1.69045, -7.12128], [-2.57251, -0.37382, -3.62684], [-1.24722, 0.43149, -5.47872], [2.85132, 1.45159, -4.91584], [2.69749, 0.89788, -2.48689], [-0.17713, -2.37689, -0.61657], [-0.37541, -3.38722, 0.35255], [-0.53797, -2.93217, 1.62788], [-0.30419, -3.77488, 2.61619], [-1.00839, -1.68447, 1.69368], [-1.20898, -1.07245, 2.91693], [-1.55813, 0.07967, 2.85361], [-1.01595, -1.67763, 3.95766], [-0.55865, -2.69665, -1.50082], [0.82932, -2.17031, -0.66404], [0.24637, -4.18108, 0.25406], [0.10947, -4.67204, 2.42757], [-0.43611, -3.45341, 3.56569], [4.64384, -0.18191, -0.05486], [4.14773, 0.23868, 1.72832], [5.10510, 0.79853, 2.55913], [4.76298, 1.14236, 3.85722], [3.46678, 0.94831, 4.31330], [2.51304, 0.40925, 3.46656], [2.84813, 0.03203, 2.16883], [1.79191, -0.58562, 1.30070], [1.93342, -1.72601, 0.85538], [0.74654, 0.14786, 1.15069], [6.10734, 0.96210, 2.18946], [5.51223, 1.57001, 4.50930], [3.19848, 1.22129, 5.32438], [1.49449, 0.27364, 3.81015]],
  "forces_ev_per_angstrom": [[-0.01, -0.10, 0.12], [0.02, -0.04, -0.02], [0.00, -0.04, -0.03], [0.05, 0.07, 0.08], [0.07, 0.17, -0.01], [-0.08, -0.03, 0.01], [-0.09, -0.05, -0.01], [0.07, 0.02, 0.00], [-0.04, -0.01, 0.00], [0.02, -0.03, 0.00], [0.00, 0.01, -0.01], [-0.21, 0.01, -0.09], [-0.01, -0.03, -0.01], [0.03, -0.01, 0.00], [0.00, 0.01, 0.00], [-0.01, -0.01, 0.00], [0.00, -0.01, -0.01], [-0.09, -0.11, -0.03], [0.10, 0.06, -0.04], [0.01, 0.00, 0.05], [0.05, 0.01, 0.01], [-0.03, -0.09, 0.02], [0.00, -0.02, 0.02], [-0.05, -0.01, -0.01], [-0.09, -0.01, -0.13], [0.13, 0.09, -0.03], [-0.09, 0.24, 0.12], [-0.07, -0.10, -0.09], [0.13, -0.05, -0.07], [0.01, 0.01, 0.00], [0.01, 0.00, 0.00], [0.00, 0.00, 0.00], [0.02, 0.00, 0.02], [-0.01, -0.02, 0.05], [0.10, 0.02, -0.09], [-0.03, 0.09, -0.01], [-0.03, 0.09, 0.05], [0.04, 0.08, -0.19], [0.26, -0.02, -0.02], [-0.05, 0.11, 0.06], [-0.03, -0.21, 0.09], [-0.02, 0.03, 0.06], [-0.01, -0.06, 0.05], [-0.03, 0.06, 0.03], [0.01, 0.00, 0.04], [0.00, -0.01, -0.06], [0.01, 0.02, 0.00], [0.01, -0.02, -0.02], [0.00, -0.02, -0.02], [-0.01, 0.00, 0.01], [0.01, 0.00, -0.01], [0.01, 0.01, -0.01], [0.03, 0.07, -0.05], [-0.11, -0.08, 0.21], [0.03, -0.08, -0.07], [-0.06, 0.02, 0.03], [0.01, 0.00, 0.00], [0.01, 0.00, 0.01], [0.00, 0.01, 0.01], [0.00, 0.00, -0.01]],
  "lowdin_charge": [0.885, 0.070, -0.058, 0.057, -0.281, 0.170, -0.164, -0.023, 0.120, -0.071, -0.067, 0.022, 0.175, 0.159, 0.133, 0.120, 0.123, -0.072, -0.112, -0.108, 0.067, -0.132, 0.042, 0.038, -0.282, -0.139, -0.358, 0.089, 0.096, 0.153, 0.137, 0.131, 0.104, 0.022, 0.051, -0.371, 0.246, 0.073, -0.383, 0.100, 0.078, 0.131, 0.101, 0.164, 0.138, 0.110, 0.807, -0.596, -0.118, -0.068, -0.065, -0.016, -0.171, -0.585, 0.013, -0.121, 0.103, 0.111, 0.109, 0.115]
}